Arrangement w

C4H9N | ωB97M-V with the def2-TZVPD basis set

```
14
Properties=species:S:1:pos:R:3:mulliken_charge:R:1
C 0.227 -1.288 -0.590 -1.0976
C -0.102 -0.120 0.434 0.6195
C 0.610 -0.134 1.728 -1.1918
C -0.432 1.049 -0.246 -0.2646
N -1.300 0.969 -1.445 -0.5435
H 1.129 -0.906 -1.048 0.2851
H 0.485 -2.237 -0.034 0.3453
H -0.604 -1.348 -1.381 0.2586
H 1.798 -0.270 1.832 0.2425
H 0.526 0.769 2.392 0.3335
H 0.408 -1.013 2.415 0.3079
H -0.038 2.114 -0.045 0.2691
H -1.727 1.927 -1.689 0.2438
H -0.980 0.487 -2.322 0.1923
```

Values from the calculation:
SMILES: CC(C)=CN
Frontier orbital gap: 0.3262 hartree

---

Arrangement x

C4H9N | ωB97M-V with the def2-TZVPD basis set

```
14
Properties=species:S:1:pos:R:3:mulliken_charge:R:1
C 1.034 1.625 0.705 -0.6888
N -1.448 0.280 0.055 -0.8793
C -0.235 -0.474 0.124 0.6372
C 0.926 0.441 -0.061 -0.3921
C -0.331 -1.833 -0.649 -1.5096
H 0.337 1.594 -0.347 0.1697
H 2.072 1.896 0.888 0.3637
H 0.326 1.675 1.528 0.3596
H -1.430 0.958 -0.709 0.1255
H -0.043 -0.873 1.148 0.2437
H 1.589 -0.043 -0.772 0.4431
H 0.546 -2.425 -0.367 0.3852
H -1.324 -2.170 -0.375 0.4366
H -0.350 -1.779 -1.745 0.3055
```

Values from the calculation:
Frontier orbital gap: 0.2099 hartree

---

Arrangement y

C4H9N | ωB97M-V with the def2-TZVPD basis set

```
14
Properties=species:S:1:pos:R:3:mulliken_charge:R:1
C 1.174 -1.557 -0.407 -0.5716
C 1.822 -0.753 0.431 0.1173
C 1.276 0.570 0.909 -1.0357
H 1.579 -2.446 -0.864 0.2955
H 0.182 -1.181 -0.640 0.0171
H 2.657 -0.931 1.105 0.2792
H 0.602 0.306 1.731 0.2813
H 0.633 1.047 0.161 0.2569
H 2.024 1.326 1.142 0.3274
C -2.448 1.033 -0.956 -0.2112
N -2.395 0.391 0.138 -0.5340
H -3.078 1.930 -0.921 0.2563
H -2.330 0.624 -1.959 0.2285
H -1.699 -0.356 0.130 0.2930
```

Values from the calculation:
SMILES: C=CC.C=N
Frontier orbital gap: 0.3924 hartree

---

Arrangement z

C4H9N | ωB97M-V with the def2-TZVPD basis set

```
14
Properties=species:S:1:pos:R:3:mulliken_charge:R:1
C 0.683 0.905 1.249 -1.0780
C 0.967 0.271 -0.084 -0.2327
C 0.785 -1.122 -0.301 -0.8163
H 1.623 0.816 -0.756 0.4122
H 1.502 0.726 1.956 0.3222
H -0.225 0.488 1.695 0.3156
H 0.550 1.985 1.166 0.3264
H 0.615 -1.739 0.581 0.3019
H 1.430 -1.600 -1.034 0.3377
C -1.392 -0.049 -1.126 0.0913
N -2.513 0.266 -0.758 -0.4710
H -3.266 -0.415 -0.764 0.2860
H -0.362 -1.164 -0.888 0.1279
H -0.398 0.630 -0.935 0.0768
```

Values from the calculation:
Frontier orbital gap: 0.3251 hartree

---

arrangement w is the most stable structure; the next one sits 13.5 kJ/mol above it.

---

Arrangement w

CH3BrN2O | ωB97M-V with the def2-TZVPD basis set

```
8
Properties=species:S:1:pos:R:3:mulliken_charge:R:1
O 2.954 -0.124 1.352 -0.4733
N 1.732 -0.066 1.386 -0.0771
N 1.037 0.125 0.332 0.1505
C -0.546 0.257 0.273 -0.3832
Br -1.365 1.999 -0.050 -0.0905
H 1.411 0.366 -0.668 0.2496
H -1.039 -0.070 1.259 0.3315
H -0.797 -0.347 -0.668 0.2925
```

Values from the calculation:
SMILES: O=NNCBr
Frontier orbital gap: 0.3573 hartree

---

Arrangement x

CH3BrN2O | ωB97M-V with the def2-TZVPD basis set

```
8
Properties=species:S:1:pos:R:3:mulliken_charge:R:1
C -1.473 0.474 -0.817 -0.6284
N 1.773 -0.718 1.310 0.3154
N 1.371 -0.295 0.237 -0.1861
O 1.259 -1.305 2.230 -0.3683
Br -2.936 1.090 -1.732 -0.0962
H -0.941 -0.362 -1.189 0.3549
H -1.219 0.935 0.098 0.3606
H 2.166 0.180 -0.137 0.2481
```

Values from the calculation:
Frontier orbital gap (alpha / beta): 0.3711 / 0.2488 hartree

---

arrangement w is the most stable structure; the next one sits 195.5 kJ/mol above it.

---

Arrangement w

C5H5N | ωB97M-V with the def2-TZVPD basis set

```
11
Properties=species:S:1:pos:R:3:mulliken_charge:R:1
C -1.522 -0.668 0.369 -1.0025
C -0.641 0.096 -0.631 -0.1754
C 0.778 -0.225 -0.576 -0.3484
C 1.948 -0.116 -0.293 0.0561
C 2.854 0.716 0.339 0.3974
N 3.419 1.553 0.908 -0.3707
H -0.909 -1.087 1.169 0.3567
H -2.041 -1.494 -0.116 0.2849
H -2.270 -0.009 0.827 0.2900
H -0.587 1.154 -0.347 0.2009
H -1.027 0.079 -1.649 0.3110
```

Values from the calculation:
SMILES: CCC#CC#N
Frontier orbital gap: 0.3955 hartree

---

Arrangement x

C5H5N | ωB97M-V with the def2-TZVPD basis set

```
11
Properties=species:S:1:pos:R:3:mulliken_charge:R:1
C 0.772 -0.360 1.207 -1.0389
C -0.773 0.064 0.029 -0.4916
C -0.296 0.929 -1.004 -0.4460
C 0.148 1.647 -1.868 0.2603
C -1.284 -1.223 -0.332 0.3473
N -1.649 -2.295 -0.587 -0.4189
H 1.312 0.546 1.511 0.3383
H 0.529 -0.966 2.096 0.3505
H 1.274 -0.922 0.448 0.3904
H -0.552 0.257 1.110 0.2983
H 0.519 2.322 -2.611 0.4105
```

Values from the calculation:
Frontier orbital gap: 0.3294 hartree

---

arrangement w is the most stable structure; the next one sits 247.6 kJ/mol above it.

---

Arrangement w

C5H5N | ωB97M-V with the def2-TZVPD basis set

```
11
Properties=species:S:1:pos:R:3:mulliken_charge:R:1
C 0.355 -0.830 -0.700 -0.2607
C -0.111 0.347 -1.240 -0.4301
C -0.371 1.373 -0.342 0.0141
N -0.690 1.188 0.947 -0.4838
C -0.530 -0.063 1.393 -0.2031
C 0.177 -1.026 0.665 -0.2821
H 0.960 -1.481 -1.320 0.3518
H -0.013 0.643 -2.279 0.3596
H 0.440 2.000 -0.704 0.2292
H -0.836 -0.270 2.418 0.3693
H 0.618 -1.881 1.162 0.3358
```

Values from the calculation:
SMILES: c1ccncc1
Frontier orbital gap: 0.3469 hartree

---

Arrangement x

C5H5N | ωB97M-V with the def2-TZVPD basis set

```
11
Properties=species:S:1:pos:R:3:mulliken_charge:R:1
C 2.119 -1.045 -0.251 0.1483
C 1.061 -0.706 0.127 -0.8867
C -0.118 0.008 0.523 0.6575
C -0.596 1.297 -0.222 -1.0602
C -1.141 -1.128 0.203 0.0291
N -1.997 -1.782 -0.252 -0.4282
H 3.215 -1.383 -0.349 0.3768
H -0.075 -0.124 1.610 0.2344
H -0.563 1.163 -1.311 0.3299
H -0.118 2.322 0.079 0.3005
H -1.788 1.380 -0.159 0.2986
```

Values from the calculation:
SMILES: C#C[C@@H](C)C#N
Frontier orbital gap: 0.4185 hartree

---

Arrangement y

C5H5N | ωB97M-V with the def2-TZVPD basis set

```
11
Properties=species:S:1:pos:R:3:mulliken_charge:R:1
C -2.027 0.130 -0.556 -0.9102
C -0.855 -0.736 -0.513 -0.0936
C 0.274 -0.939 -0.139 0.0413
C 1.298 -0.299 0.703 -0.1730
C 2.454 0.236 -0.020 0.2216
N 3.339 0.740 -0.563 -0.3659
H -2.259 0.514 -1.550 0.2910
H -1.690 0.976 0.064 0.2306
H -2.914 -0.291 -0.086 0.2968
H 0.763 0.573 1.110 0.1806
H 1.617 -0.904 1.552 0.2808
```

Values from the calculation:
SMILES: CC#CCC#N
Frontier orbital gap: 0.3932 hartree

---

arrangement w is the most stable structure; the next one sits 100.1 kJ/mol above it.

---

Arrangement w

C3H9O2 | ωB97M-V with the def2-TZVPD basis set

```
14
Properties=species:S:1:pos:R:3:mulliken_charge:R:1
C -0.474 -0.102 0.187 -0.4456
O -1.250 -0.913 1.100 -0.9556
C 0.693 -0.840 -0.589 -0.4878
C 1.689 -0.034 -1.358 -0.9001
H 0.017 0.732 0.651 0.2238
H -1.183 0.152 -0.626 0.1575
H 0.241 -1.706 -1.113 0.3369
H 1.222 -1.370 0.315 0.2352
H 2.440 -0.857 -1.652 0.2496
H 2.057 0.716 -0.710 0.2881
H 1.155 0.427 -2.177 0.2670
H -2.065 0.537 1.947 0.4480
H -2.050 1.938 1.718 0.2744
O -2.492 1.321 2.307 -0.6913
```

Values from the calculation:
Charge: -1
Frontier orbital gap: 0.2517 hartree

---

Arrangement x

C3H9O2 | ωB97M-V with the def2-TZVPD basis set

```
14
Properties=species:S:1:pos:R:3:mulliken_charge:R:1
C 2.125 -1.035 -0.800 -0.5424
O 2.052 -0.070 0.316 -0.6210
H 2.565 -0.558 -1.777 0.1557
H 1.106 -1.586 -0.838 0.1682
H 2.672 -1.989 -0.643 0.2219
C -1.217 0.309 -0.270 -0.0225
O -0.490 -0.135 0.864 -0.8334
C -2.459 1.041 0.175 -1.1128
H -1.501 -0.628 -0.984 0.1060
H -0.741 1.017 -1.007 0.1710
H 0.948 -0.118 0.517 0.4494
H -3.215 0.246 0.371 0.2196
H -2.933 1.638 -0.613 0.3246
H -2.082 1.728 0.911 0.3158
```

Values from the calculation:
Charge: -1
Frontier orbital gap: 0.2902 hartree

---

Arrangement y

C3H9O2 | ωB97M-V with the def2-TZVPD basis set

```
14
Properties=species:S:1:pos:R:3:mulliken_charge:R:1
C -1.753 -1.717 0.371 -0.6188
O -1.439 -0.400 0.033 -0.8607
H -2.646 -2.085 -0.145 0.2024
H -1.801 -1.849 1.480 0.1836
H -0.918 -2.350 0.033 0.1780
C 1.057 1.454 0.281 -0.3077
O 0.374 0.784 1.315 -0.6459
C 1.250 0.555 -0.933 -0.9628
H 2.000 1.916 0.541 0.3336
H 0.303 2.169 -0.074 0.1994
H -0.495 0.335 1.002 0.4314
H 1.949 -0.281 -0.810 0.2470
H 1.772 1.235 -1.653 0.3307
H 0.348 0.235 -1.440 0.2897
```

Values from the calculation:
Charge: -1
Frontier orbital gap: 0.2648 hartree

---

arrangement w is the most stable structure; the next one sits 9.8 kJ/mol above it.

---

Arrangement w

C3H9O2 | ωB97M-V with the def2-TZVPD basis set

```
14
Properties=species:S:1:pos:R:3:mulliken_charge:R:1
C 0.948 0.386 0.968 -0.4206
O -0.067 0.610 1.866 -0.9508
C 0.664 -0.682 -0.122 -0.6569
C 0.080 -0.203 -1.456 -1.1197
H 1.872 0.113 1.510 0.2246
H 1.084 1.322 0.368 0.1389
H 0.074 -1.481 0.307 0.3498
H 1.612 -1.145 -0.322 0.4636
H -0.863 -0.663 -1.750 0.3013
H 0.804 -0.401 -2.242 0.3451
H -0.097 0.873 -1.495 0.3277
H -1.829 -0.158 0.358 0.3001
H -1.813 0.994 1.251 0.4018
O -2.468 0.435 0.758 -0.7048
```

Values from the calculation:
Charge: -1
Frontier orbital gap: 0.2525 hartree

---

Arrangement x

C3H9O2 | ωB97M-V with the def2-TZVPD basis set

```
14
Properties=species:S:1:pos:R:3:mulliken_charge:R:1
C 0.220 -0.455 0.883 -0.0701
O -1.081 -0.590 0.314 -0.8806
C 0.150 -0.188 2.393 -1.1739
H 0.681 0.397 0.377 0.1405
H 0.833 -1.324 0.568 0.1836
H 1.122 -0.145 2.813 0.3888
H -0.395 -1.039 2.784 0.2633
H -0.503 0.669 2.649 0.2541
C -0.104 0.692 -2.374 -0.6223
O -0.022 -0.629 -1.863 -0.6119
H -0.459 1.420 -1.629 0.2344
H 0.903 1.017 -2.673 0.2010
H -0.762 0.760 -3.260 0.2203
H -0.583 -0.585 -0.982 0.4727
```

Values from the calculation:
Charge: -1
Frontier orbital gap: 0.2768 hartree

---

Arrangement y

C3H9O2 | ωB97M-V with the def2-TZVPD basis set

```
14
Properties=species:S:1:pos:R:3:mulliken_charge:R:1
C 1.984 -0.559 0.269 -0.5602
O 3.156 -0.759 -0.318 -0.8585
C 1.134 0.628 -0.308 -0.3123
C -0.292 0.604 0.208 -0.8451
H 1.267 -1.434 0.223 0.1463
H 2.030 -0.369 1.390 0.1698
H 1.613 1.556 -0.028 0.2151
H 1.258 0.551 -1.387 0.3123
H -0.501 1.525 0.759 0.2719
H -1.089 0.609 -0.546 0.0619
H -0.389 -0.221 0.922 0.3959
H -3.213 -1.377 -0.006 0.3356
H -3.235 0.043 -0.586 0.3374
O -3.721 -0.797 -0.592 -0.6701
```

Values from the calculation:
Charge: -1
Frontier orbital gap: 0.2136 hartree

---

arrangement w is the most stable structure; the next one sits 21.1 kJ/mol above it.

---

Arrangement w

C3H6N | ωB97M-V with the def2-TZVPD basis set

```
10
Properties=species:S:1:pos:R:3:mulliken_charge:R:1
C -1.346 -0.547 0.608 -0.1477
N -0.310 -0.126 0.043 0.1059
C 0.507 0.995 -0.201 -0.3262
C 0.996 -0.396 -0.377 -0.3378
H -2.037 0.259 0.959 0.2887
H -1.583 -1.694 0.729 0.2796
H 0.861 1.784 0.418 0.3260
H 0.143 1.345 -1.168 0.2555
H 1.010 -0.944 -1.396 0.2785
H 1.759 -0.676 0.385 0.2776
```

Values from the calculation:
Charge: +1
SMILES: C=[N+]1CC1
Frontier orbital gap: 0.4636 hartree

---

Arrangement x

C3H6N | ωB97M-V with the def2-TZVPD basis set

```
10
Properties=species:S:1:pos:R:3:mulliken_charge:R:1
C -1.585 -0.153 0.107 -0.8340
C -0.112 0.295 -0.150 -0.0812
C 1.163 0.036 -0.056 0.2516
N 2.379 -0.120 0.058 -0.2428
H -1.873 -1.109 -0.069 0.3727
H -2.268 0.570 -0.390 0.2914
H -1.584 -0.009 1.177 0.3040
H 0.033 1.334 -0.434 0.2958
H 2.814 -0.136 1.046 0.3403
H 3.118 -0.147 -0.632 0.3022
```

Values from the calculation:
Charge: +1
SMILES: CC=C=[NH2+]
Frontier orbital gap: 0.4195 hartree

---

arrangement x is the most stable structure; the next one sits 37.5 kJ/mol above it.